## a
The ion C5H9N2 with charge +1, computed with the ωB97M-V functional and the def2-TZVPD basis.

Each line ends with the natural charge from an NBO analysis.
Positions of all 16 atoms, in Å:
N: -0.628 -1.189 -0.330  -0.30
N: -1.456 0.683 0.173  -0.36
C: -1.863 -0.443 -0.555  0.05
C: -1.440 -0.669 0.780  0.05
C: 1.663 -0.758 0.263  -0.61
C: 0.457 -0.342 -0.668  -0.07
C: -0.143 1.055 -0.241  -0.27
H: -1.743 -1.129 1.752  0.30
H: 2.444 0.084 0.212  0.24
H: 0.724 -0.385 -1.660  0.23
H: -1.988 1.332 0.723  0.47
H: 0.478 1.627 0.523  0.25
H: 1.201 -0.723 1.317  0.20
H: 1.930 -1.808 -0.031  0.26
H: -2.888 -0.713 -1.049  0.30
H: -0.298 1.894 -1.042  0.25

Summary:
Frontier orbital gap (eV): 12.45
HOMO (eV): -15.685
Charge: +1

## b
A cluster of 2 separate species, C5H9N2 in total, computed with the ωB97M-V functional and the def2-TZVPD basis.

Each line ends with the Löwdin charge.
Positions of all 16 atoms, in Å:
N: -0.163 1.296 0.479  0.27
N: -0.769 -1.476 -0.544  -0.06
C: 0.888 1.590 -0.312  -0.09
C: -0.662 -1.561 0.884  -0.13
C: -0.351 1.336 -0.825  0.14
C: -1.947 -1.839 0.192  -0.12
C: 2.253 1.973 -0.078  0.06
H: 2.743 1.064 -0.049  0.11
H: -2.616 -1.072 0.096  0.08
H: -2.199 -2.837 0.332  0.10
H: -0.536 -0.442 1.126  0.09
H: 2.449 2.751 -0.699  0.08
H: 2.481 2.359 0.898  0.12
H: -0.046 -2.220 1.287  0.07
H: -0.420 -2.232 -1.130  0.11
H: -1.107 1.310 -1.658  0.18

Summary:
Frontier orbital gap (eV): 8.41
HOMO (eV): -13.658
Charge: +1

Computed stability ranking, most favorable first: a, b